{
  "formula": "C63H62BaN9O3P2",
  "method": "wB97M-V/def2-TZVPD",
  "symbols": ["Ba", "N", "C", "C", "C", "C", "C", "C", "P", "C", "C", "C", "C", "C", "C", "C", "C", "C", "C", "C", "C", "H", "H", "H", "H", "H", "H", "H", "H", "H", "H", "H", "H", "H", "H", "H", "H", "O", "C", "O", "C", "C", "C", "C", "C", "C", "N", "C", "C", "C", "C", "C", "C", "N", "H", "H", "H", "H", "H", "H", "H", "H", "H", "H", "C", "C", "C", "C", "C", "C", "P", "C", "C", "C", "C", "C", "C", "C", "C", "C", "C", "C", "C", "C", "C", "C", "C", "H", "H", "H", "H", "H", "H", "H", "H", "H", "H", "H", "H", "H", "H", "H", "H", "C", "N", "C", "C", "N", "N", "C", "C", "H", "H", "H", "H", "H", "H", "H", "H", "H", "H", "H", "H", "H", "C", "N", "C", "C", "C", "N", "C", "O", "N", "H", "H", "H", "H", "H", "H", "H"],
  "coordinates": [[0.458923, 0.379490, 0.041556], [-0.867403, 1.938249, 2.130656], [-0.401760, 2.964061, 3.016593], [-1.288940, 3.623126, 3.865170], [-0.848024, 4.620489, 4.717083], [0.492092, 4.980670, 4.729991], [1.382144, 4.324590, 3.899155], [0.951646, 3.311184, 3.041045], [2.122510, 2.352413, 2.034555], [2.429924, 3.384151, 0.560560], [1.917683, 4.669651, 0.388722], [2.179800, 5.374510, -0.774307], [2.954295, 4.804992, -1.779093], [3.466690, 3.528222, -1.615825], [3.205234, 2.820507, -0.449901], [3.662758, 2.461597, 2.987827], [4.732944, 3.284517, 2.657498], [5.869172, 3.303722, 3.455008], [5.938212, 2.513729, 4.590262], [4.870815, 1.690504, 4.928769], [3.743385, 1.657012, 4.126515], [-1.333373, 2.383787, 1.341674], [-1.506233, 1.290319, 2.587549], [-2.335118, 3.341449, 3.843115], [-1.550810, 5.119561, 5.371447], [0.843450, 5.759730, 5.392364], [2.433236, 4.584434, 3.924462], [1.306546, 5.110692, 1.166484], [1.790792, 6.378186, -0.894450], [3.163484, 5.361050, -2.684109], [4.068476, 3.069393, -2.389656], [3.601961, 1.816036, -0.342341], [4.683722, 3.909953, 1.775625], [6.701293, 3.942730, 3.190308], [6.822632, 2.535845, 5.212718], [4.919197, 1.071718, 5.815357], [2.915708, 1.004800, 4.386192], [-6.780709, 4.513683, -0.805606], [-6.692767, 3.699268, -1.877478], [-7.497531, 3.780337, -2.759574], [-5.560368, 2.712496, -1.907771], [-4.534262, 2.667250, -0.966722], [-3.522373, 1.735147, -1.088438], [-3.534398, 0.812945, -2.131475], [-4.538647, 0.878070, -3.096476], [-5.543949, 1.820489, -2.975805], [-2.454799, -0.096381, -2.200051], [-2.669795, -1.244591, -2.701165], [-1.569360, -2.168807, -3.021412], [-1.871867, -3.397063, -3.594230], [-0.828096, -4.213093, -4.009996], [0.464460, -3.768923, -3.818623], [0.672458, -2.532644, -3.214353], [-0.315995, -1.732579, -2.830758], [-6.102208, 4.306471, -0.155676], [-4.476833, 3.360740, -0.134948], [-2.692496, 1.702880, -0.401019], [-4.519870, 0.216956, -3.952393], [-6.330769, 1.890667, -3.713407], [-3.672583, -1.588672, -2.969520], [-2.904523, -3.691958, -3.722276], [-1.027712, -5.171253, -4.470579], [1.317015, -4.359078, -4.123749], [1.675938, -2.163809, -3.037532], [3.224446, -3.832909, 5.309011], [2.433594, -4.625466, 4.492878], [2.070639, -4.180758, 3.227719], [2.487847, -2.931932, 2.775239], [3.275612, -2.136001, 3.609244], [3.649375, -2.587693, 4.862926], [2.041508, -2.224587, 1.156133], [0.890919, -3.465405, 0.453610], [1.305719, -4.543190, -0.326454], [0.383311, -5.462311, -0.801439], [-0.966633, -5.315265, -0.519140], [-1.395743, -4.235675, 0.239813], [-0.470559, -3.320874, 0.717589], [3.526153, -2.464809, 0.148957], [4.483008, -3.401519, 0.442236], [5.570932, -3.596639, -0.434390], [5.664569, -2.860474, -1.579605], [4.697244, -1.874004, -1.896029], [4.797292, -1.091569, -3.072022], [3.869448, -0.124320, -3.320934], [2.811169, 0.093888, -2.404753], [2.620913, -0.634362, -1.250101], [3.610657, -1.644817, -1.016691], [3.512525, -4.184344, 6.290919], [2.105623, -5.598544, 4.834525], [1.462363, -4.811160, 2.590772], [3.605357, -1.159238, 3.268892], [4.272656, -1.967763, 5.494471], [2.357331, -4.666683, -0.550459], [0.720760, -6.301280, -1.397631], [-1.681920, -6.037090, -0.891514], [-2.447787, -4.102701, 0.460443], [-0.824891, -2.482349, 1.305484], [4.405588, -4.001994, 1.340266], [6.323671, -4.336696, -0.195539], [6.493669, -3.012474, -2.260625], [5.623142, -1.266034, -3.751161], [3.952891, 0.485108, -4.213864], [2.130156, 0.907052, -2.658723], [-4.246667, -0.370736, 1.359091], [-4.210421, -1.229499, 2.524588], [-5.332453, -0.983131, 3.423532], [-2.962837, -1.446719, 3.079770], [-1.931928, -0.786613, 2.653195], [-2.904358, -2.399136, 4.064664], [-1.730654, -2.492575, 4.906984], [-3.781243, -3.554820, 4.085726], [-5.223374, -0.459793, 0.882651], [-3.474886, -0.668065, 0.651860], [-4.080639, 0.681920, 1.618533], [-5.349888, 0.066051, 3.743046], [-5.276354, -1.607332, 4.310275], [-6.264483, -1.203202, 2.903760], [-1.094339, -1.200029, 3.056700], [-1.330389, -1.498445, 5.103919], [-0.940654, -3.113450, 4.465502], [-2.018434, -2.934681, 5.860551], [-4.452216, -3.528803, 3.232524], [-4.374396, -3.597839, 5.003389], [-3.183768, -4.469328, 4.029957], [-1.238280, 5.787119, -1.474685], [-0.860193, 4.573156, -2.187467], [-0.729586, 4.576016, -3.537908], [-0.444296, 3.447578, -4.216548], [-0.282346, 2.251867, -3.444264], [-0.361778, 2.250238, -2.119102], [-0.702052, 3.393041, -1.469076], [-0.860100, 3.405141, -0.246556], [-0.050464, 1.092146, -4.060830], [-0.847283, 6.647730, -2.013619], [-0.813819, 5.751318, -0.476068], [-2.323632, 5.864335, -1.398761], [-0.871971, 5.533464, -4.019677], [-0.346685, 3.447228, -5.290238], [0.013862, 1.050676, -5.061539], [-0.032880, 0.227236, -3.527572]],
  "forces_ev_per_angstrom": [[-0.72, 0.10, -0.48], [0.10, 0.10, 0.03], [-0.01, 0.07, 0.16], [0.02, -0.01, -0.04], [-0.06, 0.01, 0.01], [0.05, 0.01, 0.00], [0.01, -0.01, -0.02], [-0.05, 0.03, 0.08], [-0.04, -0.23, -0.14], [0.04, 0.14, 0.17], [-0.03, 0.00, 0.05], [0.02, 0.01, -0.05], [-0.01, 0.05, -0.03], [0.01, -0.08, 0.02], [-0.01, -0.02, -0.11], [0.04, 0.04, 0.10], [-0.01, -0.02, -0.03], [0.05, 0.03, 0.00], [0.00, -0.05, 0.06], [0.00, 0.01, 0.00], [0.03, 0.00, -0.03], [0.02, 0.01, 0.09], [-0.01, -0.04, -0.04], [-0.01, 0.01, 0.02], [-0.01, 0.00, 0.00], [0.00, 0.02, 0.01], [0.01, 0.01, 0.01], [0.01, 0.02, 0.00], [0.00, 0.01, 0.00], [0.00, 0.01, -0.01], [0.00, 0.01, -0.02], [0.00, 0.00, 0.03], [0.00, 0.02, -0.02], [0.00, 0.01, -0.01], [0.01, 0.00, 0.00], [0.02, 0.00, 0.01], [-0.01, 0.01, 0.00], [-0.03, 0.01, -0.02], [0.00, -0.02, -0.03], [0.01, 0.03, 0.02], [-0.08, 0.07, -0.01], [0.06, -0.04, -0.03], [-0.06, -0.17, -0.17], [0.15, 0.01, 0.15], [-0.04, 0.09, 0.08], [0.05, -0.06, 0.01], [-0.20, -0.17, -0.12], [0.11, 0.14, 0.14], [-0.01, -0.05, -0.08], [0.10, 0.11, 0.03], [-0.04, 0.04, 0.04], [0.00, -0.04, -0.01], [0.06, 0.00, 0.02], [0.03, -0.12, 0.04], [0.01, 0.00, 0.04], [-0.01, 0.03, 0.00], [0.01, 0.11, 0.13], [0.00, 0.00, -0.02], [-0.02, 0.01, -0.01], [-0.03, 0.02, 0.00], [-0.02, -0.02, -0.01], [0.01, -0.01, -0.01], [0.00, -0.02, 0.00], [0.02, 0.00, -0.01], [0.02, -0.01, 0.04], [-0.01, -0.01, 0.00], [-0.01, 0.05, -0.03], [-0.01, -0.16, 0.00], [-0.01, 0.01, -0.02], [0.01, 0.02, 0.03], [-0.22, 0.17, 0.15], [0.07, -0.10, -0.05], [0.01, 0.01, 0.10], [-0.02, -0.08, -0.05], [-0.08, 0.03, 0.03], [-0.03, -0.05, -0.04], [0.06, 0.09, -0.03], [0.14, -0.04, 0.09], [-0.01, 0.07, -0.06], [0.02, -0.03, 0.02], [0.01, 0.01, -0.01], [0.06, -0.04, -0.02], [0.06, -0.02, -0.05], [0.02, 0.01, -0.02], [-0.03, 0.09, -0.05], [0.28, -0.13, -0.01], [-0.04, -0.04, 0.08], [0.01, 0.00, 0.01], [0.00, -0.01, 0.01], [0.00, -0.01, 0.00], [0.00, -0.01, -0.02], [0.00, 0.00, 0.01], [0.02, -0.01, -0.02], [0.00, 0.00, 0.00], [-0.01, -0.01, -0.01], [-0.02, 0.00, 0.01], [-0.01, 0.04, 0.06], [0.01, -0.01, 0.02], [0.01, 0.00, -0.01], [0.02, -0.01, -0.01], [0.01, 0.01, -0.02], [-0.02, 0.02, -0.03], [-0.05, 0.05, 0.04], [0.08, 0.02, -0.07], [-0.04, 0.01, -0.01], [0.01, -0.03, 0.06], [0.18, -0.20, 0.00], [0.03, -0.05, -0.04], [-0.18, 0.14, 0.08], [0.06, 0.00, -0.03], [0.01, -0.10, 0.00], [0.00, -0.01, 0.01], [-0.02, -0.01, -0.01], [-0.01, 0.03, 0.00], [-0.02, 0.00, 0.00], [0.00, 0.04, -0.04], [-0.01, 0.01, 0.01], [0.05, 0.15, -0.02], [0.00, -0.02, 0.03], [0.00, 0.01, 0.00], [0.01, -0.02, -0.01], [-0.01, -0.02, -0.01], [0.02, 0.01, 0.00], [-0.01, 0.01, -0.02], [-0.01, 0.02, 0.06], [-0.04, -0.05, -0.08], [0.06, -0.12, 0.06], [-0.01, 0.05, 0.08], [-0.07, 0.00, -0.12], [0.02, 0.19, -0.18], [0.22, -0.08, 0.11], [-0.08, -0.01, 0.02], [-0.02, -0.04, 0.01], [-0.02, 0.00, 0.01], [-0.01, 0.02, -0.03], [0.01, 0.01, 0.03], [0.00, -0.01, -0.04], [0.00, 0.00, -0.02], [0.01, 0.01, 0.00], [0.00, -0.02, 0.03]],
  "homo_ev": -9.20,
  "total_charge": 1,
  "total_energy_ha": -3864.6173,
  "lumo_energy_ev": -2.8,
  "homo_lumo_gap_ev": 6.416,
  "e_above_lowest_kcal_mol": 12.3
}